Molecular formula: C44H57NO4P3Sr
Method: DFT, ωB97M-V/def2-TZVPD

Calculated values
Net charge ... +1
Energy ... -3121.132780 a.u.
Maximum force ... 4.8 eV Å⁻¹
Lowest unoccupied orbital energy ... -2.42 eV
ΔE to the lowest compared entry with this formula, charge and spin ... 1.174 eV
Kohn-Sham gap ... 5.409 eV
HOMO level ... -7.824 eV

Last column: Löwdin charge in e.
Geometry (Å):
Sr 0.62 0.27 0.91  1.289
C 3.86 -3.08 0.48  -0.287
C 4.12 -1.95 -0.51  -0.337
P 3.14 -0.38 -0.29  1.006
C 3.39 -0.35 1.68  -0.356
C 2.40 -0.79 2.64  -0.234
C 2.64 -0.75 4.00  -0.061
C 3.87 -0.29 4.47  -0.054
C 4.86 0.03 3.57  -0.049
C 4.63 0.00 2.19  -0.092
C 4.37 0.81 -0.95  -0.401
C 4.85 0.52 -2.23  -0.104
C 5.74 1.37 -2.86  -0.067
C 6.15 2.54 -2.23  -0.068
C 5.65 2.85 -0.97  -0.061
C 4.76 2.00 -0.34  -0.106
C 2.61 -3.92 0.19  -0.316
P 1.00 -2.96 0.06  1.040
C 0.60 -3.04 -1.72  -0.365
C 0.81 -4.17 -2.51  -0.084
C 0.45 -4.16 -3.85  -0.068
C -0.11 -3.02 -4.42  -0.070
C -0.31 -1.89 -3.64  -0.073
C 0.03 -1.91 -2.30  -0.144
C -0.07 -4.16 0.91  -0.365
C -1.00 -3.68 1.83  -0.109
C -1.77 -4.56 2.59  -0.072
C -1.63 -5.93 2.41  -0.068
C -0.71 -6.42 1.49  -0.071
C 0.07 -5.54 0.75  -0.099
H 3.78 -2.69 1.50  0.084
H 4.74 -3.73 0.48  0.119
H 3.91 -2.31 -1.52  0.086
H 5.16 -1.65 -0.48  0.090
H 1.46 -1.28 2.29  0.027
H 1.86 -1.05 4.69  0.123
H 4.05 -0.23 5.53  0.116
H 5.84 0.33 3.94  0.117
H 5.43 0.26 1.52  0.111
H 4.53 -0.38 -2.75  0.106
H 6.11 1.13 -3.84  0.112
H 6.85 3.20 -2.71  0.110
H 5.95 3.77 -0.48  0.112
H 4.38 2.27 0.64  0.087
H 2.48 -4.63 1.00  0.083
H 2.76 -4.48 -0.73  0.075
H 1.23 -5.07 -2.09  0.093
H 0.60 -5.04 -4.45  0.109
H -0.39 -3.01 -5.46  0.108
H -0.76 -1.00 -4.07  0.109
H -0.17 -1.03 -1.69  0.057
H -1.12 -2.61 1.97  0.075
H -2.48 -4.17 3.30  0.108
H -2.23 -6.61 2.99  0.108
H -0.59 -7.49 1.36  0.107
H 0.79 -5.94 0.05  0.096
C 1.46 6.92 1.60  -0.068
C 0.52 5.98 0.90  -0.288
O 1.30 4.90 0.31  -0.328
P 0.47 3.60 -0.20  0.987
O 0.49 2.66 1.26  -0.466
C 1.80 2.21 1.78  -0.427
C 2.59 3.25 2.51  -0.036
O 1.71 2.79 -0.93  -0.350
C 1.91 3.31 -2.29  -0.260
C 0.67 3.24 -3.16  -0.090
H 0.91 7.76 2.01  0.086
H 2.20 7.31 0.90  0.084
H 1.98 6.42 2.42  0.071
H -0.03 6.48 0.10  0.117
H -0.21 5.56 1.60  0.109
H 2.36 1.71 0.91  0.021
H 1.60 1.37 2.52  0.071
H 2.85 4.09 1.87  0.075
H 3.49 2.80 2.92  0.086
H 1.99 3.62 3.35  0.102
H 2.70 2.69 -2.69  0.110
H 2.29 4.33 -2.20  0.117
H 0.20 2.26 -3.10  0.077
H 0.96 3.43 -4.20  0.088
H -0.09 3.97 -2.89  0.063
C -5.26 2.98 0.07  -0.044
N -3.81 2.83 -0.02  -0.140
C -3.05 2.92 1.21  -0.055
C -3.20 2.47 -1.17  -0.511
C -4.07 2.32 -2.39  0.012
O -1.98 2.28 -1.24  -0.062
H -5.50 3.44 1.03  0.089
H -5.77 2.01 0.03  0.099
H -5.65 3.62 -0.72  0.088
H -3.60 2.43 2.01  0.096
H -2.88 3.96 1.49  0.093
H -2.11 2.41 1.07  0.036
H -4.41 3.30 -2.75  0.091
H -4.95 1.71 -2.20  0.084
H -3.48 1.85 -3.17  0.084
C -2.17 -0.37 0.22  -0.179
C -2.91 -1.63 0.28  -0.370
C -3.75 -1.91 1.37  -0.099
C -4.55 -3.04 1.42  -0.122
C -4.53 -3.97 0.39  -0.119
C -3.71 -3.72 -0.70  -0.094
C -2.93 -2.58 -0.76  -0.070
H -2.69 0.38 0.81  -0.010
H -1.98 -0.05 -0.80  -0.002
H -3.75 -1.22 2.21  0.104
H -5.20 -3.20 2.28  0.099
H -5.14 -4.87 0.43  0.093
H -3.69 -4.42 -1.53  0.099
H -2.31 -2.41 -1.63  0.083



Molecular formula: C2H5IO3P
Method: DFT, ωB97M-V/def2-TZVPD

Calculated values
Net charge ... -1
Energy ... -944.103639 a.u.
Maximum force ... 5.2 eV Å⁻¹
Lowest unoccupied orbital energy ... 3.09 eV
ΔE to the lowest compared entry with this formula, charge and spin ... 0.516 eV
Kohn-Sham gap ... 8.443 eV
HOMO level ... -5.357 eV

Last column: Löwdin charge in e.
Geometry (Å):
C -1.91 -0.56 0.07  -0.069
C -1.19 0.30 -0.93  -0.360
O 1.33 0.64 1.60  -0.502
O 1.29 -0.86 -0.42  -0.487
O -1.24 0.07 -2.10  0.023
P 2.09 0.04 0.51  -0.097
I 3.28 1.85 -0.65  0.221
H -2.77 0.02 0.55  0.090
H -2.29 -1.47 -0.19  0.022
H -1.19 -0.66 0.97  0.096
H 3.34 -0.51 1.06  -0.029
H -0.75 1.15 -0.47  0.090



Molecular formula: H4NO2SSi
Method: DFT, ωB97M-V/def2-TZVPD

Calculated values
Net charge ... -1
Energy ... -895.329088 a.u.
Maximum force ... 3.7 eV Å⁻¹
Lowest unoccupied orbital energy ... 4.06 eV
ΔE to the lowest compared entry with this formula, charge and spin ... 1.208 eV
Kohn-Sham gap ... 7.791 eV
HOMO level ... -3.729 eV

Last column: Löwdin charge in e.
Geometry (Å):
N 0.68 1.40 0.10  -0.416
O 0.15 -1.21 -0.16  -0.680
O 2.50 -0.08 -0.85  -0.537
Si -1.26 -0.59 0.33  0.296
S 1.54 0.08 0.19  0.617
H 1.09 1.94 -0.67  -0.040
H -1.14 0.07 1.59  -0.100
H -1.72 0.39 -0.80  -0.069
H -1.84 -2.00 0.28  -0.072



Molecular formula: C19H17F2N2
Method: DFT, ωB97M-V/def2-TZVPD

Calculated values
Net charge ... +1
Energy ... -1043.172472 a.u.
Maximum force ... 1.9 eV Å⁻¹
Lowest unoccupied orbital energy ... -5.81 eV
ΔE to the lowest compared entry with this formula, charge and spin ... 0.000 eV
Kohn-Sham gap ... 5.378 eV
HOMO level ... -11.184 eV

Last column: Löwdin charge in e.
Geometry (Å):
F -3.99 3.39 3.31  0.060
C -3.98 2.01 3.33  -0.217
C -5.20 1.34 3.33  0.050
C -5.18 -0.07 3.36  -0.036
C -3.97 -0.76 3.36  0.001
C -2.73 -0.07 3.31  -0.196
C -1.50 -0.78 3.18  0.071
C -0.26 -0.16 3.26  -0.057
C 0.91 -0.67 2.71  0.068
C 2.15 0.04 2.70  -0.191
C 2.33 1.27 3.41  0.078
C 3.54 1.93 3.32  -0.219
F 3.69 3.13 3.98  0.056
C 4.62 1.44 2.58  0.047
C 4.45 0.22 1.90  -0.034
C 3.25 -0.47 1.96  0.004
C -2.76 1.36 3.35  0.080
H -6.13 1.90 3.31  0.136
H -6.12 -0.62 3.37  0.122
H -3.95 -1.85 3.41  0.126
H -1.54 -1.86 3.02  0.145
H -0.20 0.79 3.81  0.104
H 0.88 -1.65 2.21  0.118
H 1.53 1.69 4.01  0.122
H 5.55 2.00 2.55  0.135
H 5.28 -0.18 1.32  0.121
H 3.10 -1.41 1.42  0.112
H -1.83 1.93 3.37  0.127
C 2.13 -6.26 -1.92  -0.021
N 1.63 -5.00 -1.37  -0.149
C 1.86 -4.54 -0.09  -0.162
N 1.28 -3.35 0.07  0.012
C 0.65 -3.04 -1.13  -0.155
C 0.87 -4.06 -2.03  -0.068
H 1.79 -6.33 -2.96  0.094
H 3.22 -6.29 -1.88  0.095
H 1.73 -7.11 -1.35  0.095
H 2.44 -5.13 0.62  0.126
H 0.08 -2.13 -1.28  0.089
H 0.55 -4.18 -3.05  0.113



Molecular formula: C23H25N3O5W
Method: DFT, ωB97M-V/def2-TZVPD

Calculated values
Net charge ... +2
Energy ... -1498.494623 a.u.
Maximum force ... 3.3 eV Å⁻¹
Multiplicity ... 3
Lowest unoccupied orbital energy (spin up / spin down) ... -7.78 / -8.42 eV
ΔE to the lowest compared entry with this formula, charge and spin ... 1.479 eV
Kohn-Sham gap (spin up / spin down) ... 5.846 / 5.987 eV
HOMO level (spin up / spin down) ... -13.626 / -14.405 eV

Last column: Mulliken spin population.
Geometry (Å):
W -0.07 0.02 -0.15  1.174
O 3.65 -1.64 1.14  0.033
C 2.42 -1.44 0.71  0.076
O 1.69 -0.45 1.14  0.021
C 1.79 -2.34 -0.20  0.146
C 2.23 -3.57 -0.74  -0.066
C 1.31 -4.33 -1.45  0.129
C -0.03 -3.96 -1.56  -0.059
C -0.44 -2.73 -0.99  0.148
N 0.51 -1.89 -0.45  0.119
C -1.74 -2.20 -0.72  0.144
O -2.89 -2.74 -1.08  0.048
O -1.80 -1.13 0.03  0.009
H 3.94 -1.01 1.82  0.000
H 3.25 -3.88 -0.60  -0.002
H 1.63 -5.26 -1.89  0.003
H -0.73 -4.60 -2.08  0.000
H -2.81 -3.58 -1.56  -0.003
C -1.59 1.84 1.85  0.014
N -0.52 1.75 0.84  -0.011
C 0.48 2.65 0.90  -0.006
C 1.59 2.40 0.09  0.026
C 2.86 3.01 -0.09  0.015
C 3.56 2.20 -0.96  -0.002
C 2.73 1.13 -1.31  0.007
N 1.54 1.23 -0.69  -0.004
C -1.17 1.03 3.06  -0.022
C -0.63 -0.25 2.86  0.031
C -0.14 -0.99 3.93  0.006
C -0.22 -0.46 5.21  0.001
C -0.80 0.78 5.42  -0.001
C -1.27 1.52 4.35  0.001
H -2.52 1.42 1.42  0.003
H -1.77 2.88 2.14  0.000
H 0.43 3.52 1.54  -0.001
H 3.20 3.90 0.39  0.001
H 4.56 2.36 -1.32  0.000
H 2.93 0.30 -1.97  -0.002
H -0.63 -0.70 1.83  -0.045
H 0.27 -1.97 3.76  0.001
H 0.16 -1.04 6.04  0.000
H -0.90 1.16 6.43  0.000
H -1.72 2.49 4.52  0.000
C -1.40 0.11 -4.11  0.007
C -1.40 0.84 -2.76  0.014
C -0.75 2.23 -2.85  0.000
C -2.80 0.93 -2.15  0.017
O -0.62 0.11 -1.82  0.036
H -1.74 0.77 -4.91  0.001
H -2.06 -0.76 -4.08  -0.001
H -0.39 -0.22 -4.34  0.000
H -1.31 2.87 -3.52  -0.001
H 0.27 2.13 -3.22  0.001
H -0.73 2.67 -1.85  0.005
H -3.47 1.47 -2.83  0.000
H -2.75 1.48 -1.20  -0.004
H -3.23 -0.06 -1.98  -0.002



Molecular formula: C20H26N4O3
Method: DFT, ωB97M-V/def2-TZVPD

Calculated values
Net charge ... 0
Energy ... -1222.450745 a.u.
Maximum force ... 0.6 eV Å⁻¹
Lowest unoccupied orbital energy ... 0.57 eV
ΔE to the lowest compared entry with this formula, charge and spin ... 2.961 eV
SMILES ... COC(=O)NC[C@H](c1cccnc1)N1CCN(c2ccccc2OC)CC1
Kohn-Sham gap ... 8.408 eV
HOMO level ... -7.839 eV

Last column: Löwdin charge in e.
Geometry (Å):
C -2.16 -4.08 0.41  -0.053
H -2.68 -4.68 -0.34  0.093
H -2.73 -3.18 0.65  0.086
H -2.01 -4.66 1.32  0.097
O -0.91 -3.73 -0.17  -0.045
C -0.14 -2.90 0.58  -0.609
O -0.46 -2.49 1.67  0.093
N 1.00 -2.60 -0.07  0.089
H 1.18 -3.06 -0.95  0.154
C 2.01 -1.74 0.49  -0.119
H 1.59 -1.32 1.40  0.118
H 2.90 -2.33 0.76  0.134
C 2.46 -0.63 -0.49  -0.256
N 1.54 0.45 -0.78  -0.125
C 0.61 0.34 -1.87  -0.146
C -0.80 -0.13 -1.46  -0.150
N -1.30 0.75 -0.43  -0.096
C -2.67 0.69 -0.13  -0.162
C -3.49 -0.35 -0.57  -0.027
C -4.84 -0.39 -0.27  -0.095
C -5.41 0.60 0.50  -0.094
C -4.62 1.66 0.92  -0.007
C -3.28 1.73 0.60  -0.221
O -2.57 2.83 1.06  -0.120
C -2.05 3.65 0.04  -0.077
H -1.46 4.42 0.55  0.093
H -2.85 4.12 -0.53  0.096
H -1.40 3.09 -0.64  0.074
H -5.05 2.47 1.51  0.119
H -6.46 0.56 0.76  0.100
H -5.43 -1.22 -0.62  0.100
H -3.06 -1.16 -1.15  0.099
C -0.41 0.78 0.73  -0.112
C 0.99 1.23 0.31  -0.127
H 1.66 1.19 1.16  0.121
H 0.93 2.27 -0.04  0.125
H -0.81 1.49 1.46  0.125
H -0.38 -0.21 1.21  0.110
H -1.46 -0.07 -2.33  0.130
H -0.75 -1.18 -1.12  0.103
H 1.01 -0.33 -2.63  0.121
H 0.51 1.34 -2.31  0.124
C 3.75 0.02 -0.03  -0.165
C 4.15 0.10 1.30  -0.112
N 5.25 0.72 1.70  0.063
C 6.02 1.29 0.79  -0.156
C 5.72 1.28 -0.56  -0.057
C 4.57 0.64 -0.97  -0.017
H 4.29 0.62 -2.01  0.118
H 6.37 1.77 -1.27  0.100
H 6.91 1.78 1.17  0.102
H 3.57 -0.34 2.10  0.114
H 2.67 -1.12 -1.45  0.145



Molecular formula: C4H3OSc
Method: DFT, ωB97M-V/def2-TZVPD

Calculated values
Net charge ... +3
Energy ... -988.572422 a.u.
Maximum force ... 4.8 eV Å⁻¹
Multiplicity ... 2
Lowest unoccupied orbital energy (spin up / spin down) ... -17.92 / -18.66 eV
ΔE to the lowest compared entry with this formula, charge and spin ... 1.836 eV
Kohn-Sham gap (spin up / spin down) ... 8.083 / 7.258 eV
HOMO level (spin up / spin down) ... -25.998 / -25.923 eV

Last column: Mulliken spin population.
Geometry (Å):
C 0.35 0.08 -1.42  0.131
C 1.60 0.62 -1.12  0.125
C 0.61 0.73 -0.23  0.552
H 2.62 0.74 -1.48  0.014
C -0.81 -0.07 1.29  0.033
O -1.39 -1.09 0.75  0.091
Sc -1.20 -1.56 -1.36  0.018
H -1.47 0.81 1.32  0.027
H -0.31 -0.27 2.25  0.010



Molecular formula: C20H25N3O4
Method: DFT, ωB97M-V/def2-TZVPD

Calculated values
Net charge ... 0
Energy ... -1242.404095 a.u.
Maximum force ... 0.7 eV Å⁻¹
Lowest unoccupied orbital energy ... 0.58 eV
ΔE to the lowest compared entry with this formula, charge and spin ... 1.220 eV
SMILES ... CCOCCCNC(=O)[C@H](NC(=O)c1ccc(=O)[nH]c1)c1ccc(C)cc1
Kohn-Sham gap ... 9.109 eV
HOMO level ... -8.533 eV

Last column: Löwdin charge in e.
Geometry (Å):
C 2.04 -0.29 -5.93  -0.071
C 0.72 -0.36 -5.16  -0.266
O 0.88 -0.71 -3.80  -0.157
C 1.18 -2.06 -3.53  -0.218
C -0.01 -3.02 -3.71  -0.146
C -1.26 -2.54 -2.97  -0.168
N -1.01 -2.35 -1.57  0.087
C -1.22 -1.17 -0.95  -0.437
O -1.83 -0.24 -1.43  0.078
C -0.60 -1.09 0.46  -0.180
N -1.01 0.17 1.02  0.113
C -1.01 0.38 2.36  -0.444
O -0.63 -0.45 3.16  0.078
C -1.52 1.72 2.79  -0.123
C -1.57 2.82 1.99  -0.024
N -2.02 4.00 2.47  0.132
C -2.47 4.22 3.78  -0.475
O -2.87 5.32 4.09  0.045
C -2.40 3.05 4.62  0.019
C -1.94 1.86 4.15  0.002
H -1.86 0.99 4.78  0.121
H -2.72 3.17 5.64  0.116
H -2.05 4.81 1.87  0.163
H -1.24 2.82 0.96  0.135
H -1.49 0.77 0.37  0.121
C 0.90 -1.19 0.30  -0.193
C 1.60 -2.29 0.77  -0.030
C 2.97 -2.38 0.58  -0.039
C 3.66 -1.39 -0.10  -0.282
C 2.95 -0.29 -0.57  -0.035
C 1.59 -0.19 -0.38  -0.021
H 1.05 0.66 -0.76  0.123
H 3.48 0.50 -1.09  0.116
C 5.14 -1.48 -0.30  -0.051
H 5.43 -1.07 -1.26  0.077
H 5.66 -0.91 0.48  0.085
H 5.48 -2.51 -0.23  0.075
H 3.50 -3.24 0.95  0.111
H 1.08 -3.07 1.31  0.117
H -0.96 -1.91 1.09  0.160
H -0.46 -3.05 -1.10  0.146
H -2.07 -3.26 -3.11  0.122
H -1.58 -1.57 -3.36  0.121
H -0.25 -3.13 -4.77  0.106
H 0.29 -4.00 -3.33  0.115
H 1.50 -2.06 -2.48  0.107
H 2.02 -2.41 -4.14  0.118
H 0.27 0.63 -5.12  0.123
H 0.02 -1.04 -5.66  0.113
H 1.85 0.12 -6.92  0.074
H 2.74 0.34 -5.40  0.078
H 2.47 -1.28 -6.05  0.064